45
Properties=species:S:1:pos:R:3:forces:R:3:mulliken_charge:R:1 method="wB97M-V/def2-TZVPD" lumo_energy_ev=0.448 orbital_gap_ev=9.89 smiles=CCC[C@@H](CN)NC.O.O.O.O.O.O.O homo_ha=-0.3471 max_force_ha_per_bohr=0.03850 e_above_lowest_kcal_mol=41.7
C 1.022290 -2.425185 0.446694 -0.24 0.62 -0.44 -0.918
N 0.324718 -1.854639 -0.737094 -0.98 -1.10 0.90 -0.387
C -0.842342 -1.000417 -0.345427 1.22 -0.39 -1.36 0.220
C -1.482333 -0.521710 -1.673684 -0.13 0.89 1.76 -1.037
C -2.318422 0.745726 -1.441417 -1.12 -0.46 0.41 0.274
C -2.971473 1.293030 -2.700450 0.25 0.26 -0.56 -1.438
C -1.850900 -1.613101 0.602897 -0.61 0.22 1.17 -1.079
N -2.062927 -0.676637 1.737344 0.31 -0.33 -0.11 -0.382
H 0.382740 -2.602529 1.321129 0.03 -0.03 -0.18 0.283
H 1.764792 -1.696736 0.735503 0.47 -0.05 0.28 0.178
H 1.478756 -3.373003 0.176927 0.20 0.04 -0.03 0.399
H -0.050461 -2.661045 -1.237350 0.08 0.32 -0.32 0.333
H -0.338378 -0.179124 0.157648 -0.41 0.41 0.22 0.467
H -0.695255 -0.293646 -2.383276 0.00 -0.38 -0.40 0.428
H -2.179225 -1.318828 -1.928317 0.24 -0.06 -0.85 0.509
H -1.822124 1.495956 -0.823751 0.37 -0.04 -0.49 -0.299
H -3.172275 0.426788 -0.836865 -0.03 -0.10 0.37 0.218
H -2.376535 2.041985 -3.231276 0.14 -0.24 0.04 0.326
H -3.955014 1.737752 -2.566263 -0.02 0.11 0.41 0.387
H -3.143845 0.449521 -3.360470 0.03 -0.08 -0.37 0.348
H -1.511137 -2.538886 1.066289 0.19 -0.05 -0.29 0.499
H -2.813183 -1.854353 0.131451 0.21 0.03 -0.32 0.306
H -2.535971 -1.141089 2.511034 -0.06 0.33 -0.30 0.237
H -2.610349 0.101803 1.398440 -0.25 0.10 0.32 0.191
H 3.441021 0.714865 1.198886 -0.38 -0.15 0.42 0.312
H 3.247757 -0.109472 2.483881 -0.18 0.18 -0.30 0.336
O 3.883202 0.451247 2.015514 0.50 0.02 -0.25 -0.649
H -0.233998 3.477646 2.571713 0.36 0.18 0.12 0.311
H -0.509600 2.040538 2.731543 0.30 -0.02 0.30 0.282
O 0.212336 2.675421 2.877601 -0.80 -0.24 -0.32 -0.682
H 1.205313 0.757434 2.994855 0.15 0.10 0.04 0.419
H 0.521629 -0.326811 2.186519 -0.04 -0.11 0.12 0.256
O 1.266190 -0.183393 2.785498 -0.24 0.05 0.05 -0.714
H -0.345228 -2.594130 -3.668226 -0.05 0.02 0.05 0.322
H 0.554444 -3.809760 -3.552281 -0.09 -0.04 0.06 0.314
O -0.300703 -3.468095 -3.265259 0.09 -0.06 -0.16 -0.650
H -1.343079 2.597205 0.718680 0.00 0.19 -0.10 0.398
H -2.805658 3.016261 0.558387 0.19 0.15 0.09 0.340
O -1.964398 3.304158 0.938228 -0.11 -0.26 0.03 -0.685
H 3.911919 2.042136 -0.722240 0.23 0.03 0.05 0.355
H 4.580979 0.680885 -0.446242 0.07 0.19 -0.15 0.322
O 4.245913 1.248181 -1.157103 -0.08 -0.14 0.13 -0.689
H 2.333268 0.874830 -1.283513 -0.14 0.01 0.06 0.359
H 1.049801 0.051221 -1.201133 0.18 -0.31 0.02 0.332
O 1.421510 0.906256 -0.947308 0.18 0.17 -0.14 -0.652

---

45
Properties=species:S:1:pos:R:3:forces:R:3:mulliken_charge:R:1 method="wB97M-V/def2-TZVPD" lumo_energy_ev=0.133 orbital_gap_ev=10.05 smiles=CCO.CCO.CCO.O.O.O.O.O.O homo_ha=-0.3643 max_force_ha_per_bohr=0.02108 e_above_lowest_kcal_mol=50.4
C 2.561976 0.199636 5.407199 0.52 -0.06 -0.86 -0.969
C 1.496650 0.399287 4.343427 -0.35 0.56 0.42 -0.086
O 0.258302 -0.201869 4.741556 0.10 -0.16 -0.29 -0.509
H 2.227207 0.659374 6.330796 0.06 -0.24 0.23 0.256
H 3.499566 0.672213 5.090008 -0.18 0.20 0.07 0.328
H 2.826984 -0.854619 5.509524 -0.31 -0.03 0.34 0.286
H 1.799387 0.083162 3.343693 0.07 -0.22 0.05 0.164
H 1.270679 1.466447 4.273871 0.07 -0.03 -0.10 0.258
H 0.229111 -1.090625 4.378102 -0.01 -0.02 0.10 0.275
C 0.565136 3.067224 -3.771681 0.09 -0.01 -0.39 -0.973
C 1.446726 2.682751 -4.939228 -0.30 0.03 -0.35 -0.243
O 2.626753 2.017869 -4.457263 -0.26 -0.05 0.00 -0.585
H 1.167847 3.494272 -2.972496 -0.08 -0.04 0.15 0.271
H 0.000672 2.198420 -3.438354 0.00 0.07 0.31 0.199
H -0.146306 3.816465 -4.116638 -0.08 0.01 0.11 0.401
H 1.704204 3.565675 -5.532277 0.28 -0.02 0.14 0.331
H 0.886946 2.016237 -5.605061 0.10 -0.02 0.02 0.285
H 3.030076 1.550267 -5.194559 0.06 0.02 0.02 0.298
C -1.186841 -0.994713 1.085821 -0.14 0.77 0.75 -0.761
C -0.110314 -1.040852 0.042401 0.91 -0.36 0.33 -0.064
O -0.527551 -0.393452 -1.142031 0.03 -0.23 -0.07 -0.513
H -0.865229 -1.483581 2.010535 -0.04 -0.40 -0.23 0.214
H -2.130078 -1.402483 0.724110 0.03 -0.16 0.01 0.087
H -1.384059 0.026085 1.431793 -0.04 0.03 -0.38 0.304
H 0.207131 -2.088389 -0.092170 -0.38 0.06 -0.50 0.205
H 0.826694 -0.585122 0.397723 -0.29 0.26 0.19 0.187
H 0.278001 -0.097769 -1.599216 -0.12 0.04 -0.07 0.308
O -3.005672 0.295795 -2.493047 0.03 -0.13 -0.05 -0.663
H -2.207380 0.024606 -2.014399 -0.02 0.08 0.03 0.409
H -3.711346 -0.223368 -2.085715 -0.02 0.20 0.04 0.407
O -5.205651 -3.030749 1.442564 0.07 -0.10 0.06 -0.672
H -4.450038 -3.089250 2.036950 -0.05 0.04 0.02 0.326
H -5.730461 -3.819169 1.614622 0.00 0.03 -0.03 0.317
O -4.439659 -1.791449 -1.003787 0.16 -0.27 0.04 -0.677
H -3.651038 -2.212552 -1.363411 -0.07 -0.03 -0.03 0.306
H -4.694971 -2.340912 -0.242476 -0.08 0.22 -0.08 0.331
O 1.875989 0.688160 -2.035299 0.01 -0.16 0.08 -0.554
H 2.682577 0.198246 -1.844742 -0.02 0.03 -0.01 0.246
H 2.005339 1.057469 -2.927234 0.22 0.13 0.03 0.287
O 1.957787 -3.503577 1.616716 -0.04 -0.01 0.02 -0.616
H 2.176842 -4.337797 1.189478 0.02 0.03 0.00 0.301
H 1.234217 -3.719046 2.213397 0.02 -0.01 -0.02 0.310
O 1.103788 2.939611 0.096803 -0.02 -0.06 0.01 -0.660
H 0.177178 3.081497 -0.121905 0.01 -0.03 0.03 0.321
H 1.322817 2.100592 -0.328094 0.01 0.06 -0.15 0.325

---

45
Properties=species:S:1:pos:R:3:forces:R:3:mulliken_charge:R:1 method="wB97M-V/def2-TZVPD" lumo_energy_ev=0.080 orbital_gap_ev=10.11 smiles=CCCCCCO.O.O.O.O.O.O.O.O homo_ha=-0.3686 max_force_ha_per_bohr=0.01352 e_above_lowest_kcal_mol=0.0
C 1.818563 -1.293515 1.116780 -0.40 -0.28 0.12 -0.875
O 0.863689 -2.340405 1.298080 -0.26 0.06 -0.15 -0.641
C 1.223805 -0.016476 0.520235 -0.02 -0.40 0.29 0.147
C 0.849704 -0.152259 -0.964078 0.05 0.10 -0.08 0.077
C 1.848573 0.511224 -1.925814 -0.39 -0.34 -0.14 -0.531
C 3.173425 -0.264292 -2.094735 -0.40 0.34 0.24 -0.563
C 4.333429 0.384781 -1.347372 0.14 -0.29 -0.18 -1.227
H 2.264300 -1.102293 2.097387 0.22 0.19 -0.10 0.260
H 2.567925 -1.716688 0.443272 0.14 0.15 0.16 0.360
H -0.027337 -1.995655 1.526057 0.51 0.09 0.05 0.502
H 1.951879 0.782829 0.698675 -0.04 0.10 -0.18 0.573
H 0.342949 0.233502 1.120946 -0.01 0.06 -0.04 -0.073
H -0.150988 0.239523 -1.157800 -0.01 0.24 0.11 -0.349
H 0.760038 -1.213375 -1.208078 0.09 -0.02 -0.05 0.395
H 2.037429 1.536093 -1.585338 0.23 0.08 0.00 0.127
H 1.371705 0.617088 -2.904255 -0.05 -0.05 0.06 0.402
H 3.006591 -1.286913 -1.745868 0.13 0.02 -0.04 0.286
H 3.393620 -0.339689 -3.160271 0.20 0.02 0.04 0.381
H 4.127719 0.499769 -0.281398 0.00 -0.15 0.01 0.238
H 5.238704 -0.215067 -1.474172 0.01 0.14 0.15 0.365
H 4.533436 1.382255 -1.734354 0.04 0.09 -0.10 0.357
H 0.666830 2.756064 -0.569009 -0.10 0.10 0.15 0.317
H 0.144918 4.198625 -0.368182 0.05 -0.18 0.10 0.251
O 0.136574 3.313206 0.022711 0.25 0.13 -0.23 -0.677
H 0.616705 1.850894 3.099783 -0.04 0.24 -0.32 0.313
H 0.048054 2.834824 2.000052 0.39 -0.12 -0.16 0.358
O -0.131868 2.402331 2.842877 -0.16 0.03 0.47 -0.739
H -2.226243 0.199186 2.066595 0.03 0.32 0.20 0.482
H -1.706470 1.594276 2.585492 -0.21 -0.40 -0.01 0.416
O -2.498400 1.120322 2.254621 -0.01 0.13 -0.03 -0.842
H -0.753362 -3.153887 -1.170153 -0.40 0.26 0.02 0.337
H 0.432990 -3.292921 -0.201965 -0.22 -0.10 -0.42 0.432
O 0.094966 -3.584598 -1.077017 0.59 -0.25 0.27 -0.726
H -2.255437 -2.103072 2.248681 0.04 0.01 0.10 0.308
H -2.031089 -1.651991 0.788191 -0.04 -0.03 0.17 0.427
O -1.739745 -1.482714 1.722455 -0.16 -0.21 -0.32 -0.885
H -3.587301 0.626136 -2.356714 0.01 0.01 -0.01 0.277
H -2.536296 1.123556 -1.327038 -0.26 -0.05 -0.11 0.421
O -2.715793 0.417078 -2.008458 0.20 0.10 0.06 -0.715
H -2.508334 -1.091205 -1.313930 -0.24 -0.15 -0.01 0.389
H -3.261557 -2.454580 -1.101595 0.03 0.07 0.03 0.253
O -2.482492 -1.959873 -0.829790 0.19 0.04 -0.06 -0.675
H -1.593347 2.713001 -0.131242 -0.48 -0.17 -0.01 0.387
H -2.630264 1.938060 0.725458 0.01 -0.04 -0.17 0.500
O -2.490406 2.325255 -0.175315 0.36 0.12 0.12 -0.822